Computed, not measured: the molecule C14H23N, with wB97M-V/def2-TZVPD.

Values from the calculation:
HOMO: -7.232 eV
charge: 0
gap between HOMO and LUMO: 0.2983 Eh
SMILES: CC(C)=C=C/C=C\N(C=C(C)C)C(C)C
total energy: -601.809291 hartree
E_LUMO: 0.89 eV

Bonds (Å) are listed after each position.
Atoms and positions in Å:
1 C 0.2466 0.3980 3.7070  C2 1.457, H16 1.107, H17 1.132, H18 1.140
2 C 0.5840 -0.8376 3.0124  C1 1.457, C3 1.503, C4 1.324
3 C 1.9019 -1.4607 3.3778  C2 1.503, H19 1.198, H20 1.045, H21 1.057
4 C -0.2012 -1.3501 2.0776  C2 1.324, C5 1.367
5 C -1.1637 -1.9456 1.3115  C4 1.367, C6 1.502, H22 1.037
6 C -1.2211 -1.9336 -0.1894  C5 1.502, C7 1.319, H23 1.102
7 C -0.6474 -1.1473 -1.0795  C6 1.319, N8 1.395, H24 1.055
8 N 0.2603 -0.1093 -0.8714  C7 1.395, C9 1.388, C13 1.535
9 C -0.1220 1.1917 -0.5739  N8 1.388, C10 1.376, H25 1.070
10 C -1.3556 1.8016 -0.5929  C9 1.376, C11 1.561, C12 1.462
11 C -2.5940 1.0740 -1.2035  C10 1.561, H26 1.103, H27 0.989, H28 1.109
12 C -1.6044 3.1780 -0.1685  C10 1.462, H29 1.113, H30 1.030, H31 1.018
13 C 1.4643 -0.1205 -1.8242  N8 1.535, C14 1.552, C15 1.513, H32 1.031
14 C 0.9398 0.3801 -3.1962  C13 1.552, H33 1.077, H34 1.069, H35 1.123
15 C 2.0622 -1.4818 -2.1049  C13 1.513, H36 1.132, H37 1.119, H38 1.103
16 H 1.2228 0.9170 3.6558  C1 1.107
17 H -0.0706 0.0450 4.7346  C1 1.132
18 H -0.6999 0.9191 3.3435  C1 1.140
19 H 2.7341 -0.6633 3.7045  C3 1.198
20 H 2.4018 -1.8844 2.5639  C3 1.045
21 H 1.7896 -2.0692 4.2350  C3 1.057
22 H -1.8320 -2.5799 1.7867  C5 1.037
23 H -1.8948 -2.7454 -0.5077  C6 1.102
24 H -0.7902 -1.4323 -2.0851  C7 1.055
25 H 0.5880 1.8475 -0.1138  C9 1.070
26 H -3.2100 1.9164 -1.5612  C11 1.103
27 H -3.1512 0.5694 -0.5606  C11 0.989
28 H -2.1690 0.4249 -1.9957  C11 1.109
29 H -2.1122 3.5771 -1.0753  C12 1.113
30 H -0.7240 3.7041 -0.0756  C12 1.030
31 H -2.2534 3.2423 0.6127  C12 1.018
32 H 2.2505 0.3527 -1.3537  C13 1.031
33 H 0.1418 -0.2492 -3.5513  C14 1.077
34 H 0.6512 1.4063 -3.1101  C14 1.069
35 H 1.8847 0.5018 -3.7916  C14 1.123
36 H 1.5828 -2.2540 -1.4304  C15 1.132
37 H 3.1675 -1.4223 -1.9408  C15 1.119
38 H 1.9426 -1.7606 -3.1658  C15 1.103